1.
29
Properties=species:S:1:pos:R:3 method="wB97M-V/def2-TZVPD" gap_ev=11.93 charge=+1 e_lumo_ev=-2.7 relative_energy_kj_mol=9.4
N 6.5703 7.2630 4.4894
H 6.8288 7.0057 5.4497
H 5.6105 7.6101 4.3515
H 6.8964 6.5225 3.7631
H 7.2625 8.0241 4.3624
O 6.9409 10.2512 5.0285
H 7.3058 10.2978 5.9271
H 7.0764 11.1464 4.6779
O 5.0704 5.2648 7.0268
H 5.0181 5.0242 6.0891
H 5.5530 4.5817 7.5009
O 9.1640 10.2325 8.7370
H 9.1858 9.9758 9.6232
H 10.0452 10.3720 8.3142
O 8.9537 6.6143 5.8410
H 9.8211 6.4003 6.1636
H 8.6882 7.4009 6.3938
O 7.4586 8.4665 7.3272
H 6.6265 8.1726 7.6870
H 7.7758 9.2392 7.7660
O 5.1022 7.5774 8.3049
H 5.0200 6.7015 7.9426
H 5.3635 7.5960 9.2280
O 7.5374 4.8150 3.7792
H 7.9204 4.3417 3.0899
H 8.2120 4.9891 4.4442
O 4.3274 8.7051 5.5101
H 3.9235 8.5305 6.3365
H 4.8909 9.4576 5.5956


2.
30
Properties=species:S:1:pos:R:3 method="wB97M-V/def2-TZVPD" gap_ev=9.31 charge=0 e_lumo_ev=0.2 smiles=O.O.O.O.O.O.O.O.O.O relative_energy_kj_mol=444.2
O 0.7681 0.2620 0.9545
H 0.3284 0.2764 0.0970
H 0.1956 0.7918 1.5206
O -1.5408 1.7519 -1.7594
H -1.7260 2.4142 -2.4347
H -0.7508 2.0825 -1.3171
O 0.4762 -1.2157 -2.8413
H -0.1756 -0.8129 -3.4259
H 0.1244 -1.0630 -1.9571
O -0.7340 -2.2483 3.8613
H -0.8242 -1.2902 3.9144
H -0.7005 -2.5321 4.7818
O -2.8585 2.8376 3.2517
H -3.2616 2.4133 4.0175
H -3.2497 2.3817 2.4980
O 2.5955 -2.3918 -1.4502
H 3.0970 -1.6982 -1.0071
H 1.9002 -2.6166 -0.8217
O 0.6571 -3.6577 -0.0721
H 1.2160 -3.9110 0.6712
H 0.9433 -4.2355 -0.7884
O 2.1865 2.6508 1.5197
H 2.8207 1.9422 1.6761
H 2.7239 3.4509 1.5199
O -0.5772 4.1931 -1.4320
H 0.0517 4.9158 -1.5373
H -1.3077 4.4313 -2.0139
O -0.4441 -3.2272 -2.4786
H -1.0296 -3.0508 -3.2237
H -0.9042 -2.8444 -1.7231


3.
30
Properties=species:S:1:pos:R:3 method="wB97M-V/def2-TZVPD" gap_ev=7.86 charge=0 e_lumo_ev=-0.6 relative_energy_kj_mol=716.7
H 0.2439 -0.0739 1.0008
H -0.4153 -0.0343 -0.3681
H 2.7542 2.4645 3.1429
H 4.1224 2.8624 3.6719
H 0.9419 -2.2137 4.7414
H -0.2034 -3.0457 4.1881
H 2.2129 -3.4036 -2.9434
H 2.7201 -2.0468 -2.4832
H -4.7066 -0.8582 -0.9800
H -4.1672 0.4844 -1.4455
H -1.0214 2.7896 -1.5494
H -1.4564 2.9322 -0.1001
H 1.9262 -1.9042 0.0047
H 1.9524 -2.6320 1.3388
H 0.9818 -1.5285 -3.2277
H 0.1862 -1.6074 -1.9351
H -0.6265 2.2048 -4.8823
H -0.2354 1.6397 -3.5267
H -2.1158 2.4409 2.7559
H -2.6575 1.0983 2.2934
O 0.0983 0.5048 0.2439
O 3.3561 3.2148 3.2054
O 0.4809 -3.0508 4.8669
O 1.9820 -2.6578 -2.3783
O -4.6755 -0.2767 -1.7480
O -0.6751 2.9493 -0.6643
O 2.5142 -2.1364 0.7323
O 0.3449 -2.0803 -2.7598
O -0.9596 2.0790 -3.9867
O -2.9028 1.8856 2.7923


4.
30
Properties=species:S:1:pos:R:3 method="wB97M-V/def2-TZVPD" gap_ev=10.29 charge=0 e_lumo_ev=0.0 smiles=O.O.O.O.O.O.O.O.O.O relative_energy_kj_mol=356.1
O -3.7316 -1.3412 -1.9809
H -3.9837 -1.2494 -1.0521
H -3.3260 -2.2185 -1.9486
O 0.0226 3.9674 0.0729
H -0.8350 4.3734 0.0210
H 0.6985 4.5178 0.4671
O 1.0805 -4.3615 -0.2226
H 0.2656 -4.6716 0.1875
H 0.9749 -3.4099 -0.1046
O -1.8296 0.9831 -1.5969
H -1.1748 0.6597 -1.0210
H -2.4597 0.3017 -1.8397
O 0.4027 -0.1770 3.6722
H 0.1239 0.7168 3.8458
H 1.1222 0.0958 3.1305
O 0.3660 2.2572 2.3270
H 0.1370 2.4230 1.4039
H 0.9706 2.9480 2.6055
O 0.0493 -2.4447 1.8764
H -0.6228 -2.8030 1.2870
H -0.2386 -2.7682 2.7251
O 1.1738 0.4602 0.3959
H 0.6508 -0.1880 -0.0840
H 1.9823 0.5674 -0.0923
O 3.4442 1.8211 -1.1669
H 3.2074 2.0047 -2.0752
H 2.5787 1.9189 -0.7533
O -0.2551 -1.5513 -3.0346
H -0.4722 -0.6524 -3.2933
H -0.3218 -2.1796 -3.7518


5.
31
Properties=species:S:1:pos:R:3 method="wB97M-V/def2-TZVPD" gap_ev=9.93 charge=0 e_lumo_ev=0.0 relative_energy_kj_mol=90.7
Xe 0.1906 0.3165 0.0027
O -1.6019 -2.5083 -1.4404
H -0.8084 -2.5901 -0.9113
H -1.3146 -2.6946 -2.3343
O -2.2183 1.7061 -2.9826
H -2.7233 2.4299 -3.3533
H -1.4070 2.1116 -2.6766
O 0.7425 -0.5921 -4.2846
H 1.1709 -0.6735 -5.1368
H 1.2032 0.1270 -3.8522
O -0.1705 -3.1748 0.8856
H 0.3835 -3.7715 1.3888
H -0.5255 -2.5700 1.5370
O 3.2729 -1.8779 -0.5875
H 3.5687 -1.2151 -1.2116
H 3.0356 -1.3812 0.1956
O -0.9839 1.4476 3.7381
H -1.5680 1.6124 2.9979
H -0.4769 2.2545 3.8280
O -0.1639 3.3356 -1.9768
H -0.0049 3.7098 -2.8434
H 0.5995 3.5935 -1.4602
O -0.6323 -1.3747 3.1347
H -0.8440 -0.4464 3.2328
H -1.1946 -1.8176 3.7703
O -2.6674 2.0335 1.5841
H -3.3157 1.3392 1.4667
H -2.8768 2.6748 0.9050
O 3.5555 -0.3979 1.9535
H 4.4845 -0.5771 1.8084
H 3.2909 -1.0291 2.6226


6.
38
Properties=species:S:1:pos:R:3 method="wB97M-V/def2-TZVPD" gap_ev="4.62 / 5.53" charge=-2 spin_multiplicity=2 e_lumo_ev="4.5 / 4.4" s2=0.756 relative_energy_kj_mol=0.0
O -0.5948 -1.3695 -1.0131
V 0.4081 -0.1290 -0.6358
O -0.0098 0.4331 0.8384
S -0.0747 2.6572 -2.4578
O 0.1356 3.7160 -1.4620
O -1.2005 3.0541 -3.2836
O 1.1146 2.4974 -3.2997
O -0.4005 1.3743 -1.7819
O 0.9109 -3.9485 -0.8737
H 0.8718 -4.6794 -1.4906
H 0.2811 -3.3132 -1.2141
O -1.4840 1.9749 3.6816
H -0.6639 1.9312 3.1899
H -1.9890 1.2224 3.3735
O 0.0409 -1.4119 3.1293
H 0.8175 -1.2220 3.6556
H 0.0951 -0.8027 2.3930
O 2.4665 1.5242 2.5001
H 1.9883 2.1722 1.9828
H 2.3528 1.8095 3.4067
O 1.7229 -1.5946 0.4883
H 2.4100 -1.4050 1.1271
H 1.7319 -2.5479 0.4018
O 2.2938 1.0485 -0.7166
H 2.2951 1.6910 -0.0070
H 2.8273 1.4484 -1.4034
O -2.8551 0.6540 1.4791
H -3.6240 0.0957 1.3640
H -2.9927 1.3804 0.8711
O -1.9003 -2.5446 1.4732
H -2.3082 -2.3340 2.3132
H -0.9951 -2.2472 1.5648
O 0.9071 -0.6120 -3.2034
H 0.4512 -0.2589 -3.9674
H 1.7958 -0.7859 -3.5135
O -2.6515 0.2761 -2.9911
H -1.8859 0.8493 -3.0305
H -2.2878 -0.6033 -2.8883


7.
31
Properties=species:S:1:pos:R:3 method="wB97M-V/def2-TZVPD" gap_ev="2.90 / 10.13" charge=0 spin_multiplicity=2 e_lumo_ev="0.1 / -0.1" s2=0.751 relative_energy_kj_mol=14.1
O 3.2300 -1.3512 -0.4911
H 3.8786 -1.3561 0.2160
H -0.3915 -1.5802 -1.5349
O -1.6518 -0.1221 -2.2979
H -2.3474 0.2270 -1.7018
H -1.9478 0.4137 -3.0559
O -2.5108 -1.8901 0.6910
H 0.2732 -1.1123 -0.2025
H -1.9420 -2.2267 1.4122
O -0.4514 2.7798 1.5418
H 0.4805 2.7634 1.2852
H -0.8598 3.6051 1.2741
O 2.3524 2.0645 1.4293
H -2.2348 -0.8234 0.6738
H 3.0162 2.7447 1.5885
O 0.6813 -0.7607 -2.6839
H 0.9043 0.1283 -2.3753
H 2.7552 1.2511 1.7485
O 0.0880 -2.6715 2.6512
H 1.3035 -0.9460 -3.3975
H 0.3540 -3.5233 3.0140
O -0.0801 2.6929 -1.0161
H -0.0114 3.5679 -1.4224
H 0.4810 -2.6465 1.7686
O -0.2875 -1.8094 -0.5713
H 2.8317 -2.2170 -0.6111
O -1.8144 0.4366 0.9790
H -1.5897 0.7211 1.8889
H -1.0184 2.4740 -1.1501
H -1.9673 -2.0830 -0.1626
H -1.5236 1.2494 0.5123


8.
31
Properties=species:S:1:pos:R:3 method="wB97M-V/def2-TZVPD" gap_ev=10.30 charge=+1 e_lumo_ev=-3.3 relative_energy_kj_mol=230.4
O 2.0399 0.2130 -0.3745
H 1.9957 0.6322 -1.2220
H -0.3427 1.4723 3.0046
O 0.2367 2.9100 0.0347
H -0.0190 2.2712 0.6458
H 0.4987 3.7868 0.2751
O 0.6050 1.2617 -3.4994
H 0.3672 0.4944 -2.8860
H 0.4568 2.0564 -2.9602
O -2.5223 1.9527 -1.4401
H -3.1835 1.5457 -0.8941
H -3.0801 2.2576 -2.1672
O 2.0891 -2.0844 1.2277
H 2.2815 -2.2182 0.2616
H 0.6868 -2.1175 1.2869
O 1.9991 -2.6718 -1.2752
H 2.6515 -2.1468 -1.7586
H 2.4621 -3.5055 -1.1056
O -1.2745 -0.1553 -0.8014
H -1.0543 0.7967 -0.9163
H -2.0560 -0.4004 -1.2589
O -0.3718 -2.4136 1.1393
H -0.3531 -3.3801 0.9118
H 1.7984 0.9275 0.1968
O -0.1621 0.6376 2.5003
H 2.5036 -1.1707 1.1949
O -2.6228 0.2513 2.4118
H -1.8561 0.4080 1.8317
H -0.9091 -2.0540 0.3435
H 0.2438 -0.0768 3.0761
H -2.9126 1.0892 2.7070


9.
31
Properties=species:S:1:pos:R:3 method="wB97M-V/def2-TZVPD" gap_ev=11.60 charge=+1 e_lumo_ev=-2.6 relative_energy_kj_mol=13.0
O 2.7471 -0.0046 0.6313
H 2.1342 -0.4964 1.1903
H 3.6187 -0.3708 0.8172
O -0.5754 -0.7562 -2.6158
H -1.4495 -0.9578 -2.2506
H -0.0694 -1.4874 -2.9692
O -1.0251 0.7947 -0.3882
H -0.4005 1.1443 -1.6290
H -0.6139 1.2802 0.3559
O 2.5634 1.2823 -1.9300
H 3.4771 1.4731 -2.1369
H 2.3690 0.7938 -1.1154
O 0.7434 -2.2188 2.6389
H 0.4259 -3.0209 3.0635
H 0.5670 -2.3729 1.7047
O -3.0548 -1.1038 -1.2573
H -3.2525 -0.1783 -1.0654
H -3.7986 -1.4516 -1.7560
O 0.0539 1.9482 -2.2424
H 1.0446 1.7834 -2.1801
H -0.2041 1.4335 -3.0404
O 1.0009 2.2669 0.6915
H 1.7503 1.6893 0.8879
H 0.7706 2.6431 1.5512
O -1.0923 -0.3734 3.3158
H -0.8073 -0.9659 4.0225
O -1.2902 -1.5202 0.8300
H -2.1589 -1.5201 0.3921
H -0.8298 -0.1610 -0.2063
H -1.8211 0.1005 3.7401
H -1.4605 -1.0835 1.6934